DFT (wB97M-V/def2-TZVPD) results for a 13-piece molecular cluster, C53H71N7O6 overall at a distorted geometry.

The geometry in XYZ format:
```
137
Properties=species:S:1:pos:R:3:mulliken_charge:R:1
N 4.75037 5.32478 -2.51937 0.20
C 3.78270 6.12904 -2.06884 -0.05
C 2.53166 6.23014 -2.64683 -0.87
C 2.22202 5.33398 -3.66814 -0.66
C 3.17437 4.39291 -4.03655 -0.80
C 4.41374 4.38074 -3.39918 -0.10
H 4.01637 6.78449 -1.23627 0.34
H 1.88796 7.02968 -2.30624 0.49
H 1.22532 5.30813 -4.08975 0.42
H 2.96305 3.64267 -4.78814 0.51
H 5.24017 3.81092 -3.80439 0.44
N 6.55147 1.38685 -8.95788 -0.58
C 7.02874 2.38665 -8.22090 -0.52
C 6.21572 3.38872 -7.69293 0.43
C 4.84273 3.25518 -7.82246 -0.12
C 4.34764 2.20539 -8.57002 -0.61
C 5.23328 1.29225 -9.13867 -0.33
H 8.10644 2.45754 -8.13870 0.42
H 6.62010 4.21456 -7.11855 0.24
H 4.19346 4.02768 -7.42750 0.44
H 3.27920 2.05408 -8.66584 0.39
H 4.88013 0.39925 -9.63599 0.36
N 11.54557 8.68482 1.28275 -0.64
C 12.56100 8.65244 0.41024 -0.33
C 12.42874 8.47077 -0.96361 -0.63
C 11.16213 8.31827 -1.51497 -0.48
C 10.09411 8.27266 -0.61600 0.28
C 10.33960 8.54513 0.71045 -0.38
H 13.53874 8.63700 0.87944 0.39
H 13.29972 8.29659 -1.58229 0.42
H 10.96284 8.19662 -2.57173 0.75
H 9.07408 8.15714 -0.95845 0.17
H 9.47269 8.62092 1.36005 0.45
N 8.09609 5.17937 2.45738 -0.66
C 7.70664 6.45426 2.31421 -0.33
C 7.02773 6.94650 1.21836 -0.63
C 6.70559 6.05202 0.20356 0.97
C 7.06055 4.73544 0.34369 -0.56
C 7.79684 4.34454 1.46447 -0.61
H 7.96514 7.12835 3.12381 0.39
H 6.77860 7.99739 1.15085 0.36
H 6.19816 6.35537 -0.70394 0.05
H 6.84898 3.99877 -0.42326 0.60
H 8.17859 3.33150 1.51479 0.50
N 12.50134 8.73545 -8.51284 -0.62
C 11.28698 8.76286 -7.96805 -0.55
C 10.79234 7.75354 -7.14180 0.74
C 11.61912 6.67027 -6.88841 -0.48
C 12.92062 6.68156 -7.35182 -0.43
C 13.28019 7.68873 -8.24381 -0.42
H 10.67867 9.64226 -8.14225 0.54
H 9.80812 7.73509 -6.69144 0.04
H 11.17784 5.87612 -6.30316 0.45
H 13.68591 5.95731 -7.10881 0.43
H 14.27681 7.68317 -8.66951 0.37
N 6.01040 9.78340 -0.62818 -0.46
C 6.21618 9.73702 -1.95408 -0.44
C 5.23241 9.70905 -2.92821 0.38
C 3.92006 9.66296 -2.49534 -0.56
C 3.63406 9.72854 -1.13366 -0.62
C 4.72012 9.76733 -0.26617 -0.38
H 7.26049 9.79420 -2.24386 0.63
H 5.38193 9.64236 -3.99723 0.29
H 3.10251 9.62842 -3.20689 0.46
H 2.61960 9.72558 -0.76327 0.44
H 4.52150 9.83991 0.79885 0.35
N 8.04076 8.48780 -9.15654 -0.02
C 7.75442 9.00297 -10.34840 -0.35
C 6.60664 8.67350 -11.06309 -0.44
C 5.68261 7.81470 -10.49610 -0.79
C 6.00455 7.23197 -9.28153 -0.39
C 7.22028 7.53926 -8.68206 -0.35
H 8.46693 9.70938 -10.75766 0.38
H 6.42709 9.18429 -11.99991 0.38
H 4.77186 7.67077 -11.06312 0.41
H 5.33420 6.55266 -8.77214 0.54
H 7.57712 7.03338 -7.79234 0.62
C 7.46094 6.99624 -3.43619 2.37
C 7.83988 6.11708 -4.57412 -0.15
O 7.05104 5.87087 -5.46901 -0.29
C 9.19046 5.46363 -4.59345 0.87
H 6.62507 7.62502 -3.72364 -1.68
H 8.27439 7.55880 -2.99291 -0.25
H 7.03292 6.33037 -2.67632 -0.17
H 9.26181 4.64394 -5.29959 0.43
H 9.38858 5.10037 -3.58015 -0.77
H 9.88757 6.27091 -4.82951 -0.33
C 12.81032 5.49936 -3.29196 -0.29
C 13.02498 4.16962 -4.00886 0.40
O 13.33536 4.14279 -5.17620 -0.56
C 12.53215 2.91275 -3.28346 -0.26
H 11.73526 5.70453 -3.30466 -0.34
H 13.17946 6.28674 -3.95064 0.37
H 13.19284 5.46711 -2.27560 0.52
H 12.64129 2.09470 -3.98918 0.38
H 11.52734 3.14162 -2.93627 -0.48
H 13.15850 2.70560 -2.41240 0.34
C 8.98575 1.96314 -3.93220 -0.47
C 7.52816 1.84612 -3.56745 0.76
O 7.06768 2.35306 -2.56791 -0.48
C 6.60246 1.07276 -4.49323 -1.04
H 9.07375 2.32200 -4.96033 0.20
H 9.49990 1.00439 -3.86293 0.64
H 9.46405 2.67836 -3.26942 -0.46
H 5.59094 1.15403 -4.10609 0.33
H 6.90881 0.02492 -4.53591 0.46
H 6.65544 1.45440 -5.51470 0.06
C 12.20947 3.19250 0.61411 -1.43
C 11.01405 3.31176 -0.30363 0.51
O 10.54969 2.35062 -0.86554 -0.52
C 10.45316 4.69313 -0.56320 0.33
H 12.38636 2.12264 0.71723 0.39
H 11.97973 3.67306 1.56456 0.42
H 13.09841 3.64283 0.17274 0.27
H 11.16252 5.45310 -0.89758 -0.07
H 9.99363 5.05966 0.35666 0.37
H 9.66232 4.63775 -1.31274 -0.35
C 7.82756 10.12781 -5.91168 -0.48
C 8.97579 10.26901 -4.95532 0.76
O 9.19705 9.43902 -4.09803 -0.22
C 9.81501 11.50557 -5.09789 -1.62
H 7.31224 9.16710 -5.86577 -0.43
H 8.13968 10.28251 -6.94808 0.46
H 7.04246 10.86728 -5.72149 0.54
H 10.60579 11.40357 -5.84370 0.29
H 10.36096 11.68908 -4.16795 0.36
H 9.23319 12.40998 -5.27437 0.41
C 2.53108 8.44070 -7.30325 -1.39
C 3.71771 8.69211 -6.42507 0.66
O 4.08471 9.81345 -6.14758 -0.57
C 4.49554 7.48652 -5.91457 2.66
H 2.01968 9.34627 -7.61724 0.38
H 1.84512 7.86691 -6.66921 0.33
H 2.83882 7.86359 -8.17550 0.27
H 4.80439 6.88102 -6.76063 -0.81
H 3.94006 6.91133 -5.17656 -0.54
H 5.36475 7.95457 -5.46305 -1.28
```

Energy ... -78826.87025 eV
LUMO ... 0.28 eV
2S+1 ... 1
Orbital gap ... 9.568 eV
ΔE to the lowest compared entry with this formula, charge and spin ... 0.00 kcal/mol